ORCA calculation (ωB97M-V/def2-TZVPD) on 14 unconnected molecules or ions with the total composition C70H182N14O21 at a distorted geometry.

Cartesian coordinates (Å):
C1 -3.751 -6.173 -0.791
O1 -4.495 -5.872 0.394
C2 -3.798 -5.010 1.306
C3 -4.716 -4.548 2.405
N1 -4.054 -3.630 3.330
C4 -4.969 -2.994 4.248
C5 -4.243 -2.109 5.268
O2 -3.384 -2.968 6.015
C6 -2.951 -2.516 7.287
H1 -4.226 -6.879 -1.472
H2 -2.814 -6.657 -0.515
H3 -3.599 -5.257 -1.362
H4 -3.255 -4.169 0.875
H5 -3.010 -5.593 1.781
H6 -5.250 -5.368 2.886
H7 -5.376 -3.909 1.819
H8 -3.357 -4.145 3.848
H9 -5.389 -3.703 4.962
H10 -5.789 -2.473 3.754
H11 -4.976 -1.659 5.937
H12 -3.709 -1.302 4.769
H13 -2.843 -3.406 7.907
H14 -3.675 -1.950 7.873
H15 -2.009 -1.976 7.202
C7 1.652 5.388 -3.272
O3 2.268 6.637 -3.135
C8 1.394 7.669 -3.592
C9 2.169 8.980 -3.761
N2 1.354 10.100 -4.185
C10 2.172 11.074 -4.947
C11 1.425 12.173 -5.650
O4 0.784 11.615 -6.839
C12 0.016 12.582 -7.556
H16 1.546 5.209 -4.342
H17 0.697 5.343 -2.748
H18 2.165 4.501 -2.899
H19 0.610 7.830 -2.853
H20 0.890 7.460 -4.536
H21 2.909 8.732 -4.522
H22 2.607 9.209 -2.789
H23 0.647 9.676 -4.769
H24 2.817 10.601 -5.687
H25 2.869 11.436 -4.191
H26 2.162 12.925 -5.930
H27 0.725 12.675 -4.981
H28 -0.143 12.118 -8.529
H29 0.485 13.558 -7.685
H30 -0.916 12.654 -6.996
C13 -1.677 1.518 3.846
O5 -2.824 0.794 3.361
C14 -3.978 1.490 3.087
C15 -5.123 0.538 2.636
N3 -4.929 0.067 1.249
C16 -5.861 -1.066 0.965
C17 -5.488 -1.770 -0.325
O6 -6.339 -2.902 -0.623
C18 -6.111 -3.474 -1.865
H31 -0.841 0.832 3.986
H32 -1.836 2.045 4.787
H33 -1.373 2.245 3.093
H34 -3.774 2.216 2.300
H35 -4.148 1.995 4.038
H36 -6.077 1.065 2.670
H37 -5.167 -0.111 3.511
H38 -4.072 -0.461 1.328
H39 -6.858 -0.651 0.814
H40 -6.035 -1.732 1.811
H41 -4.483 -2.183 -0.243
H42 -5.370 -1.159 -1.219
H43 -5.057 -3.612 -2.108
H44 -6.565 -2.797 -2.588
H45 -6.671 -4.405 -1.949
C19 6.305 3.843 0.254
O7 6.248 2.825 -0.757
C20 5.007 2.140 -0.727
C21 5.145 1.172 -1.912
N4 5.567 1.805 -3.213
C22 4.562 2.674 -3.890
C23 3.278 1.937 -4.132
O8 2.533 2.764 -5.023
C24 1.219 2.283 -5.276
H46 5.469 4.533 0.145
H47 7.233 4.400 0.123
H48 6.175 3.329 1.207
H49 4.200 2.839 -0.949
H50 4.859 1.594 0.205
H51 4.302 0.500 -2.073
H52 5.945 0.483 -1.641
H53 6.348 2.430 -3.071
H54 4.988 3.083 -4.806
H55 4.392 3.597 -3.334
H56 2.732 1.803 -3.199
H57 3.489 1.005 -4.657
H58 0.675 2.964 -5.932
H59 0.592 2.209 -4.388
H60 1.095 1.299 -5.726
C25 -3.288 -1.608 -3.594
O9 -4.222 -0.553 -3.243
C26 -4.977 -0.100 -4.333
C27 -6.234 0.552 -3.765
N5 -6.022 1.935 -3.363
C28 -7.307 2.490 -2.818
C29 -7.720 1.825 -1.491
O10 -8.754 2.637 -0.892
C30 -9.306 1.975 0.264
H61 -3.800 -2.270 -4.292
H62 -3.123 -2.143 -2.659
H63 -2.374 -1.173 -3.999
H64 -5.265 -0.996 -4.883
H65 -4.340 0.525 -4.959
H66 -6.559 -0.075 -2.935
H67 -7.000 0.464 -4.535
H68 -5.305 1.953 -2.653
H69 -8.124 2.389 -3.532
H70 -7.231 3.545 -2.554
H71 -6.816 1.803 -0.882
H72 -8.052 0.804 -1.679
H73 -10.181 2.517 0.622
H74 -8.635 1.669 1.067
H75 -9.715 1.048 -0.136
C31 0.057 -5.297 3.676
O11 0.422 -5.175 2.308
C32 0.343 -6.448 1.583
C33 0.114 -6.186 0.081
N6 1.309 -5.485 -0.417
C34 1.375 -5.188 -1.842
C35 2.572 -4.286 -2.233
O12 2.504 -3.113 -1.505
C36 3.677 -2.337 -1.706
H76 0.102 -4.388 4.275
H77 0.580 -6.066 4.245
H78 -0.950 -5.689 3.822
H79 -0.549 -6.992 1.894
H80 1.219 -7.062 1.794
H81 -0.794 -5.644 -0.182
H82 0.018 -7.130 -0.455
H83 1.374 -4.595 0.056
H84 0.542 -4.740 -2.384
H85 1.664 -6.111 -2.346
H86 2.623 -4.036 -3.293
H87 3.412 -4.923 -1.955
H88 3.687 -1.841 -2.676
H89 4.631 -2.849 -1.580
H90 3.736 -1.525 -0.981
C37 4.983 3.536 4.656
O13 3.807 2.975 5.183
C38 3.770 1.513 5.080
C39 3.394 0.996 3.709
N7 3.344 -0.490 3.697
C40 2.782 -0.847 2.412
C41 2.745 -2.363 2.232
O14 4.040 -3.000 2.103
C42 4.002 -4.341 1.616
H91 4.734 4.573 4.434
H92 5.269 3.012 3.744
H93 5.769 3.618 5.407
H94 2.951 1.251 5.749
H95 4.732 1.170 5.462
H96 4.136 1.293 2.967
H97 2.447 1.438 3.398
H98 4.246 -0.916 3.540
H99 3.430 -0.502 1.606
H100 1.777 -0.453 2.261
H101 2.275 -2.482 1.256
H102 2.091 -2.874 2.938
H103 3.567 -5.025 2.345
H104 4.918 -4.769 1.210
H105 3.394 -4.253 0.716
C43 0.230 -8.982 -4.308
C44 -1.320 -8.821 -4.405
C45 -1.816 -7.349 -4.790
O15 -1.408 -6.338 -3.899
C46 -1.631 -5.013 -4.301
N8 -1.861 -9.827 -5.308
H106 0.446 -10.031 -4.107
H107 0.597 -8.323 -3.520
H108 0.637 -8.659 -5.266
H109 -1.714 -8.992 -3.403
H110 -2.904 -7.297 -4.779
H111 -1.609 -7.123 -5.836
H112 -2.697 -4.855 -4.465
H113 -1.160 -4.837 -5.268
H114 -1.279 -4.231 -3.628
H115 -2.865 -9.838 -5.198
H116 -1.795 -9.630 -6.297
C47 -2.279 2.042 -2.440
C48 -3.085 2.343 -1.199
C49 -3.351 3.823 -0.994
O16 -2.129 4.605 -0.901
C50 -1.419 4.408 0.251
N9 -4.225 1.482 -1.244
H117 -1.354 2.610 -2.535
H118 -2.877 2.186 -3.340
H119 -1.915 1.016 -2.485
H120 -2.596 2.073 -0.263
H121 -3.999 3.950 -0.127
H122 -3.861 4.238 -1.863
H123 -0.563 5.082 0.212
H124 -1.077 3.390 0.436
H125 -2.057 4.749 1.067
H126 -4.240 0.876 -0.436
H127 -4.054 0.794 -1.963
C51 6.655 -0.336 1.658
C52 7.154 -1.225 2.806
C53 8.174 -0.570 3.761
O17 9.448 -0.591 3.097
C54 10.488 -0.307 3.994
N10 5.944 -1.678 3.513
H128 5.838 -0.806 1.111
H129 7.503 -0.187 0.989
H130 6.386 0.654 2.026
H131 7.618 -2.086 2.325
H132 8.239 -1.263 4.600
H133 7.804 0.382 4.141
H134 10.413 0.698 4.409
H135 11.466 -0.337 3.515
H136 10.513 -0.954 4.870
H137 6.134 -2.362 4.231
H138 5.337 -2.220 2.915
C55 0.017 -1.418 5.655
C56 1.068 -1.177 6.670
C57 0.660 -1.642 8.127
O18 -0.175 -0.606 8.627
C58 -0.698 -0.882 9.888
N11 2.184 -1.895 6.174
H139 -0.786 -0.715 5.881
H140 -0.309 -2.455 5.587
H141 0.310 -1.126 4.646
H142 1.399 -0.142 6.762
H143 1.565 -1.775 8.720
H144 0.136 -2.598 8.134
H145 -1.728 -1.233 9.831
H146 -0.756 0.030 10.482
H147 0.004 -1.508 10.438
H148 2.652 -1.163 5.658
H149 1.916 -2.628 5.534
C59 -0.960 -2.654 0.354
C60 -1.116 -1.457 1.312
C61 -0.635 -0.210 0.623
O19 0.705 -0.389 0.114
C62 1.245 0.893 -0.322
N12 -2.542 -1.388 1.643
H150 0.000 -2.701 -0.160
H151 -1.738 -2.674 -0.409
H152 -1.198 -3.629 0.779
H153 -0.464 -1.606 2.172
H154 -0.769 0.718 1.179
H155 -1.341 -0.090 -0.199
H156 2.306 0.943 -0.564
H157 1.188 1.637 0.473
H158 0.731 1.307 -1.190
H159 -2.943 -2.201 2.087
H160 -2.597 -0.727 2.405
C63 1.897 5.992 4.373
C64 1.024 4.996 3.673
C65 1.668 4.598 2.357
O20 1.709 5.755 1.533
C66 2.161 5.527 0.250
N13 0.975 3.803 4.484
H161 2.387 6.608 3.619
H162 2.720 5.491 4.884
H163 1.494 6.703 5.094
H164 0.078 5.434 3.355
H165 1.163 3.741 1.911
H166 2.643 4.160 2.568
H167 1.831 6.372 -0.355
H168 1.663 4.647 -0.157
H169 3.225 5.322 0.136
H170 1.888 3.373 4.484
H171 0.720 4.062 5.426
C67 -0.745 -2.240 -6.767
C68 0.742 -2.106 -6.508
C69 0.970 -2.038 -4.936
O21 0.478 -0.851 -4.386
C70 0.389 -0.743 -3.000
N14 1.408 -3.296 -7.006
H172 -1.026 -2.017 -7.796
H173 -1.275 -1.520 -6.145
H174 -1.114 -3.249 -6.579
H175 1.003 -1.163 -6.990
H176 2.042 -2.126 -4.761
H177 0.579 -2.894 -4.385
H178 -0.325 -1.395 -2.497
H179 -0.010 0.256 -2.825
H180 1.334 -0.805 -2.460
H181 2.395 -3.436 -6.842
H182 1.403 -3.176 -8.008

Results
- Energy relative to the best compared isomer or geometry (same formula, charge and spin): 88.09 kcal per mole
- LUMO level: 0.57 eV
- E_HOMO: -8.090 eV
- Calculated total energy: -139383.414 eV
- Orbital gap: 0.318 Ha
- Charge: 0